Molecular formula: C40H78FN6O7
Method: DFT, wB97M-V/def2-TZVPD

Values from the calculation:
* HOMO-LUMO gap: 0.25695 hartree

Geometry as ORCA input:
```
! wB97M-V def2-TZVPD RIJCOSX def2/J DEFGRID3
* xyz 1 1
C -2.435 1.209 2.507
C -2.328 -0.014 1.649
O -2.947 -0.125 0.644
O -1.481 -1.020 2.043
C -0.114 -0.672 1.818
C 0.681 -0.924 3.109
C 1.782 -2.025 2.934
C 3.071 -1.596 3.574
C 3.151 -1.519 4.961
C 1.985 -1.848 5.875
C 1.517 -3.313 5.815
F 2.456 -4.123 5.230
C 4.357 -1.131 5.552
O 4.537 -1.068 6.888
C 5.432 -0.800 4.753
C 5.316 -0.850 3.382
C 6.492 -0.440 2.533
C 6.301 0.827 1.710
C 6.645 0.774 0.359
C 6.478 1.857 -0.491
C 5.952 3.046 -0.009
C 5.640 3.124 1.342
C 5.808 2.040 2.205
C 5.442 2.253 3.653
N 4.158 -1.264 2.812
C 4.068 -1.363 1.342
C 4.126 -2.805 0.851
C 4.039 -2.900 -0.664
C 2.752 -2.343 -1.268
N 1.562 -3.086 -0.781
H -3.489 1.356 2.718
H -1.893 1.129 3.446
H -2.080 2.089 1.979
H -0.008 0.374 1.525
H 0.271 -1.277 0.999
H 1.178 0.001 3.399
H -0.023 -1.225 3.875
H 1.450 -2.968 3.348
H 1.869 -2.183 1.869
H 1.177 -1.152 5.677
H 2.298 -1.656 6.894
H 0.604 -3.374 5.221
H 1.247 -3.645 6.814
H 3.887 -0.489 7.301
H 6.367 -0.500 5.191
H 7.354 -0.296 3.181
H 6.769 -1.254 1.866
H 7.060 -0.133 -0.065
H 6.751 1.800 -1.534
H 5.769 3.922 -0.610
H 5.233 4.039 1.746
H 5.268 3.298 3.884
H 6.164 1.832 4.347
H 4.499 1.736 3.857
H 3.110 -0.946 1.047
H 4.812 -0.767 0.838
H 3.366 -3.422 1.319
H 5.096 -3.212 1.149
H 4.883 -2.412 -1.152
H 4.090 -3.953 -0.938
H 2.635 -1.286 -1.040
H 2.825 -2.461 -2.349
H 0.798 -2.423 -0.729
H 1.291 -3.751 -1.494
C -4.522 1.792 -3.825
C -3.676 1.803 -2.556
C -2.399 2.648 -2.673
O -1.353 2.049 -3.417
C -1.471 2.169 -4.824
N -3.387 0.422 -2.162
H -4.107 1.138 -4.592
H -5.524 1.426 -3.605
H -4.620 2.795 -4.246
H -4.282 2.255 -1.764
H -1.992 2.788 -1.666
H -2.622 3.649 -3.068
H -1.924 3.123 -5.111
H -2.050 1.345 -5.244
H -0.466 2.120 -5.245
H -2.917 0.422 -1.256
H -2.689 0.066 -2.811
C 2.211 6.393 -0.304
C 3.138 6.852 -1.426
C 2.444 6.991 -2.787
O 2.182 5.766 -3.442
C 1.016 5.083 -3.015
N 4.290 5.945 -1.490
H 1.999 5.325 -0.360
H 2.675 6.578 0.665
H 1.263 6.933 -0.329
H 3.508 7.845 -1.154
H 3.116 7.537 -3.454
H 1.526 7.587 -2.705
H 0.217 5.780 -2.743
H 1.228 4.417 -2.176
H 0.674 4.468 -3.844
H 4.959 6.308 -2.164
H 3.964 5.079 -1.913
C -3.533 -6.134 2.666
C -3.078 -4.714 2.343
C -2.175 -4.095 3.421
O -2.846 -3.658 4.589
C -3.138 -4.672 5.535
N -4.257 -3.890 2.067
H -4.331 -6.151 3.407
H -3.920 -6.615 1.768
H -2.704 -6.741 3.039
H -2.484 -4.762 1.425
H -1.724 -3.195 2.998
H -1.352 -4.775 3.686
H -2.356 -5.436 5.562
H -4.103 -5.139 5.331
H -3.198 -4.200 6.516
H -3.960 -2.974 1.741
H -4.720 -3.702 2.953
C -8.128 -2.085 -7.704
C -7.638 -0.663 -7.963
C -6.734 -0.106 -6.853
O -7.411 0.296 -5.678
C -7.728 -0.752 -4.780
N -8.796 0.197 -8.217
H -8.934 -2.113 -6.972
H -8.516 -2.520 -8.624
H -7.317 -2.724 -7.347
H -7.035 -0.689 -8.876
H -6.255 0.800 -7.233
H -5.929 -0.812 -6.605
H -6.959 -1.530 -4.778
H -8.701 -1.193 -5.012
H -7.790 -0.321 -3.781
H -8.473 1.119 -8.498
H -9.261 0.359 -7.327
*
```

Molecular formula: C16H19NY
Method: DFT, wB97M-V/def2-TZVPD

Values from the calculation:
* HOMO-LUMO gap: 0.20943 hartree

Geometry as ORCA input:
```
! wB97M-V def2-TZVPD RIJCOSX def2/J DEFGRID3
* xyz 1 1
Y 0.345 -0.104 -1.619
C 0.607 3.686 1.344
C 0.693 3.184 -0.093
C 1.955 2.339 -0.325
C -0.485 2.339 -0.524
C -0.996 2.444 -1.825
C -1.947 1.542 -2.298
C -2.438 0.510 -1.485
C -3.485 -0.451 -1.975
C -1.948 0.423 -0.175
C -0.990 1.322 0.296
H 1.457 4.331 1.562
H 0.630 2.868 2.065
H -0.304 4.260 1.505
H 0.738 4.047 -0.762
H 1.947 1.427 0.283
H 2.866 2.887 -0.088
H 2.059 2.071 -1.393
H -0.641 3.237 -2.473
H -2.328 1.648 -3.308
H -3.670 -0.333 -3.041
H -4.425 -0.272 -1.451
H -3.203 -1.486 -1.778
H -2.304 -0.362 0.479
H -0.618 1.203 1.305
N 0.804 -1.473 -0.404
C 1.100 -2.507 0.469
C 1.373 -3.783 -0.038
C 1.643 -4.840 0.816
C 1.650 -4.650 2.192
C 1.389 -3.387 2.705
C 1.116 -2.327 1.855
H 1.377 -3.930 -1.111
H 1.851 -5.819 0.403
H 1.861 -5.477 2.856
H 1.399 -3.226 3.775
H 0.921 -1.339 2.257
*
```

Molecular formula: C32H60BI3N10O6PS3
Method: DFT, wB97M-V/def2-TZVPD

Values from the calculation:
* HOMO-LUMO gap: 0.27330 hartree

Geometry as ORCA input:
```
! wB97M-V def2-TZVPD RIJCOSX def2/J DEFGRID3
* xyz 1 1
C -0.232 4.846 -0.365
C -0.474 3.809 0.155
C -0.766 2.536 0.794
N 0.059 1.409 0.375
C -0.502 0.209 0.036
N -1.555 -0.343 0.576
N -2.104 0.307 1.712
C -2.049 -0.540 2.935
C -1.907 0.385 4.131
C -3.131 1.301 4.331
P -2.509 -1.835 0.142
C -1.539 -3.090 -0.753
C -3.632 -1.186 -1.176
C -4.850 -2.131 -1.193
N 0.166 -0.479 -0.964
S -0.446 -0.224 -2.534
C 1.656 -0.693 -0.755
O 2.178 -1.008 -2.022
B 1.819 -2.073 0.086
O 2.805 -2.968 -0.239
O 0.982 -2.409 1.113
C 2.397 0.588 -0.221
C 3.732 0.346 0.505
C 4.783 -0.671 -0.016
C 6.202 -0.068 -0.063
S 7.316 -0.719 1.227
C 7.288 -2.484 0.936
S 8.236 -3.246 -0.100
N 6.324 -3.211 1.679
C 6.133 -3.161 3.040
C 5.070 -3.983 3.309
N 4.618 -4.540 2.136
C 5.384 -4.069 1.177
C 2.510 1.535 -1.473
I 4.221 1.149 -2.778
C 2.521 3.067 -1.237
C 3.848 3.782 -0.947
I 1.812 3.962 -3.124
C 1.426 1.190 0.873
N 1.246 0.208 1.942
I 2.266 2.915 1.991
H 0.044 5.778 -0.791
H -1.802 2.321 0.561
H -0.760 2.678 1.874
H -3.051 0.583 1.480
H -3.005 -1.047 3.037
H -1.228 -1.243 2.854
H -1.024 1.016 4.026
H -1.758 -0.222 5.022
H -3.649 1.077 5.256
H -2.848 2.346 4.347
H -3.853 1.158 3.528
H -0.846 -2.750 -1.516
H -1.036 -3.719 -0.030
H -2.272 -3.729 -1.244
H -3.929 -0.164 -0.961
H -3.121 -1.281 -2.128
H -5.282 -2.101 -2.184
H -4.509 -3.155 -1.036
H -5.576 -1.854 -0.442
H -0.764 1.094 -2.559
H 1.961 -1.914 -2.265
H 3.254 -3.256 0.568
H 1.122 -3.331 1.363
H 4.250 1.300 0.499
H 3.619 0.138 1.562
H 4.839 -1.499 0.679
H 4.538 -1.121 -0.968
H 6.186 1.005 0.108
H 6.690 -0.217 -1.019
H 6.752 -2.553 3.671
H 4.676 -4.151 4.293
H 5.300 -4.332 0.137
H 1.683 1.349 -2.140
H 1.768 3.444 -0.565
H 3.630 4.623 -0.290
H 4.597 3.175 -0.443
H 4.308 4.215 -1.823
H 0.431 0.500 2.474
H 1.997 0.242 2.620
C 0.745 6.273 -6.517
O 1.147 6.471 -5.386
N -0.355 5.566 -6.833
C -0.778 5.373 -8.208
C -1.143 4.980 -5.763
H 1.266 6.677 -7.401
H -1.776 5.788 -8.354
H -0.799 4.308 -8.446
H -0.088 5.871 -8.884
H -1.500 5.762 -5.091
H -0.531 4.288 -5.183
H -1.992 4.448 -6.184
C 3.331 -2.720 7.355
O 4.279 -2.196 6.805
N 2.061 -2.669 6.906
C 0.967 -3.314 7.605
C 1.790 -1.940 5.680
H 3.437 -3.295 8.290
H 0.494 -4.056 6.958
H 0.221 -2.573 7.899
H 1.336 -3.813 8.498
H 2.361 -2.371 4.855
H 2.090 -0.897 5.792
H 0.727 -1.992 5.453
C -7.824 -0.778 -3.244
O -7.368 -0.573 -2.131
N -9.042 -1.282 -3.489
C -9.530 -1.503 -4.838
C -9.898 -1.615 -2.362
H -7.253 -0.557 -4.162
H -10.435 -0.917 -5.008
H -9.761 -2.560 -4.983
H -8.776 -1.205 -5.563
H -10.081 -0.726 -1.758
H -9.411 -2.360 -1.732
H -10.843 -2.009 -2.725
*
```

Molecular formula: C2H3NO2
Method: DFT, wB97M-V/def2-TZVPD

Values from the calculation:
* energy relative to the best compared isomer or geometry (same formula, charge and spin): 56.1 kcal/mol
* HOMO-LUMO gap: 0.37470 hartree

Geometry as ORCA input:
```
! wB97M-V def2-TZVPD RIJCOSX def2/J DEFGRID3
* xyz 0 1
C -1.360 -0.207 -0.024
C 1.266 -0.153 0.128
H -2.240 0.727 -0.493
H 0.170 1.497 0.025
H 2.084 0.552 0.529
N -0.035 0.403 -0.099
O -1.529 -1.450 0.100
O 1.645 -1.369 -0.166
*
```

Molecular formula: C2H5O2S3
Method: DFT, wB97M-V/def2-TZVPD

Values from the calculation:
* energy relative to the best compared isomer or geometry (same formula, charge and spin): 0.0 kcal/mol
* HOMO-LUMO gap: 0.25587 hartree

Geometry as ORCA input:
```
! wB97M-V def2-TZVPD RIJCOSX def2/J DEFGRID3
* xyz -1 1
C -0.198 -1.880 -0.953
C 0.090 1.501 0.122
O 1.741 -0.068 1.752
O 0.827 2.196 2.412
S 0.207 2.491 -1.194
S -1.490 0.838 0.612
S 1.554 1.348 1.440
H 0.855 -1.453 -0.969
H -0.477 -1.926 0.131
H -0.742 -1.108 -1.558
H -0.251 -2.949 -1.326
H -2.117 1.009 -0.468
*
```

Molecular formula: C45H43N5O6PSe2W
Method: DFT, wB97M-V/def2-TZVPD

Values from the calculation:
* energy relative to the best compared isomer or geometry (same formula, charge and spin): 14.0 kcal/mol
* HOMO-LUMO gap (alpha / beta): 0.17793 / 0.17740 hartree

Geometry as ORCA input:
```
! wB97M-V def2-TZVPD RIJCOSX def2/J DEFGRID3
* xyz 1 1
W 0.860 1.065 0.580
Se 2.459 2.947 -0.406
Se 2.887 -0.469 -0.239
C 3.575 0.244 1.350
C 4.834 0.060 1.914
C 5.126 0.708 3.094
C 4.161 1.521 3.692
C 2.936 1.653 3.084
N 2.647 1.020 1.934
C 3.115 2.201 -2.008
C 4.399 2.541 -2.399
C 4.935 2.155 -3.613
C 4.151 1.361 -4.458
C 2.897 1.006 -4.080
N 2.337 1.435 -2.874
H 5.556 -0.572 1.417
H 6.099 0.591 3.551
H 4.361 2.045 4.614
H 2.159 2.264 3.514
H 4.976 3.137 -1.706
H 5.938 2.443 -3.891
H 4.523 0.997 -5.404
H 2.274 0.359 -4.675
O 0.549 1.063 -1.427
C 1.053 1.045 -2.589
C 0.153 0.590 -3.676
C -0.271 1.488 -4.654
C -1.209 1.092 -5.590
C -1.722 -0.201 -5.555
C -1.284 -1.097 -4.594
C -0.337 -0.717 -3.643
P 0.408 -1.889 -2.427
C -1.060 -2.800 -1.827
C -0.955 -4.146 -1.470
C -2.045 -4.825 -0.945
C -3.249 -4.163 -0.740
C -3.353 -2.816 -1.061
C -2.268 -2.141 -1.604
C 1.198 -3.074 -3.578
C 0.522 -4.035 -4.330
C 1.213 -4.842 -5.219
C 2.587 -4.699 -5.369
C 3.270 -3.753 -4.621
C 2.578 -2.949 -3.725
H 0.121 2.498 -4.662
H -1.550 1.793 -6.341
H -2.459 -0.510 -6.284
H -1.680 -2.104 -4.580
H -0.022 -4.676 -1.626
H -1.954 -5.875 -0.699
H -4.102 -4.695 -0.341
H -4.288 -2.292 -0.907
H -2.367 -1.095 -1.870
H -0.546 -4.166 -4.211
H 0.680 -5.588 -5.795
H 3.124 -5.332 -6.063
H 4.342 -3.648 -4.725
H 3.114 -2.223 -3.123
O 0.171 1.637 2.606
C -0.179 2.779 2.189
O 0.003 3.012 0.954
C -0.744 3.802 3.089
C -1.020 5.074 2.596
C -1.553 6.033 3.438
C -1.802 5.685 4.754
C -1.537 4.428 5.265
C -0.999 3.477 4.417
N -2.379 6.707 5.658
O -2.579 6.379 6.808
O -2.605 7.800 5.187
H -0.811 5.301 1.560
H -1.780 7.032 3.098
H -1.752 4.217 6.302
H -0.779 2.480 4.774
N 0.665 -0.871 1.543
C 0.205 -1.709 2.183
N -0.293 -2.693 2.886
C -0.318 -2.525 4.354
C -1.568 -1.767 4.780
C -2.825 -2.440 4.231
C -2.750 -2.593 2.713
C -1.491 -3.342 2.306
H 0.597 -2.018 4.656
H -0.303 -3.530 4.780
H -1.502 -0.740 4.404
H -1.601 -1.712 5.870
H -3.710 -1.867 4.510
H -2.935 -3.429 4.690
H -2.740 -1.607 2.236
H -3.622 -3.126 2.331
H -1.368 -3.377 1.225
H -1.499 -4.368 2.680
C -2.346 1.955 -1.067
C -2.308 1.084 0.178
C -2.962 1.770 1.370
O -0.999 0.616 0.475
H -3.373 2.266 -1.265
H -1.974 1.416 -1.939
H -1.735 2.848 -0.927
H -2.876 0.168 -0.019
H -2.636 2.806 1.469
H -2.739 1.234 2.295
H -4.044 1.780 1.235
*
```

Molecular formula: C19H35BBrO10
Method: DFT, wB97M-V/def2-TZVPD

Values from the calculation:
* HOMO-LUMO gap: 0.25218 hartree

Geometry as ORCA input:
```
! wB97M-V def2-TZVPD RIJCOSX def2/J DEFGRID3
* xyz -1 1
C -5.400 -3.645 1.694
C -4.113 -3.452 2.045
C -2.914 -3.554 1.161
B -2.901 -2.472 -0.127
C -2.223 -1.036 0.302
C -1.005 -0.566 -0.515
C 0.317 -0.582 0.245
C 0.676 -1.984 0.712
O 0.564 -2.856 -0.417
C 0.723 -4.177 -0.236
C 0.501 -4.826 1.113
O 1.033 -4.880 -1.194
O -4.237 -2.130 -0.707
C -4.554 -3.141 -1.576
C -3.190 -3.454 -2.265
Br -2.773 -2.243 -3.808
O -2.288 -3.227 -1.270
H -6.143 -2.981 2.117
H -5.747 -4.449 1.060
H -3.931 -3.191 3.085
H -2.729 -4.571 0.800
H -2.051 -3.307 1.786
H -2.012 -1.045 1.377
H -3.006 -0.295 0.159
H -1.189 0.469 -0.809
H -0.885 -1.110 -1.446
H 1.081 -0.183 -0.423
H 0.287 0.040 1.139
H -0.004 -2.235 1.519
H 1.715 -1.977 1.038
H 0.042 -4.203 1.867
H -0.179 -5.650 0.927
H 1.443 -5.257 1.431
H -5.231 -2.813 -2.363
H -4.856 -4.089 -1.119
H -3.018 -4.476 -2.588
C -1.577 6.490 0.258
C -0.140 6.126 -0.050
O -0.048 4.849 -0.691
C -0.320 4.841 -1.995
O -0.604 5.800 -2.665
O -0.221 3.588 -2.424
C -0.546 3.403 -3.804
H -2.055 5.695 0.831
H -1.620 7.416 0.832
H -2.149 6.625 -0.659
H 0.429 6.030 0.873
H 0.344 6.888 -0.660
H 0.027 4.081 -4.434
H -1.613 3.551 -3.961
H -0.287 2.377 -4.046
C 6.991 1.590 2.774
C 6.099 0.420 2.416
O 4.799 0.855 2.004
C 4.718 1.294 0.746
O 5.623 1.335 -0.045
O 3.467 1.679 0.527
C 3.245 2.233 -0.773
H 6.505 2.224 3.517
H 7.940 1.236 3.178
H 7.196 2.205 1.899
H 5.933 -0.208 3.289
H 6.549 -0.202 1.642
H 3.597 1.561 -1.552
H 3.743 3.199 -0.852
H 2.173 2.371 -0.890
*
```

What is the formula in the fourth record?
C2H3NO2